Here is a structure of composition C33H30FeIN7O4S from the OMol25 dataset. Energies are from wB97M-V/def2-TZVPD.

Structure (ORCA input):
```
! RIJCOSX wB97M-V def2-TZVPD def2/J DEFGRID3
* xyz 0 1
Fe -0.4087 -0.7775 -1.1082
C 1.6597 1.4759 -4.3913
O 0.2224 1.7093 -4.3746
C -0.2208 0.9884 -3.3352
N 0.5843 0.2063 -2.7372
C 1.8676 0.2742 -3.4406
C 3.0317 0.4431 -2.5003
C 2.9025 1.2477 -1.3739
C 3.9673 1.4034 -0.5002
C 5.1752 0.7701 -0.7595
C 5.3103 -0.0286 -1.8864
C 4.2376 -0.1988 -2.7503
C -1.6354 1.0550 -2.9303
C -2.6466 1.8177 -3.4872
C -3.9284 1.6749 -2.9643
C -4.1634 0.7878 -1.9200
C -3.0865 0.0743 -1.4252
N -1.8614 0.2164 -1.9261
C -3.0652 -0.9017 -0.3257
N -1.9418 -1.3776 0.0408
C -2.1959 -2.3737 1.0818
C -3.7037 -2.1648 1.3606
O -4.1767 -1.3552 0.2463
C -1.3293 -2.1642 2.2953
C -1.2672 -0.9093 2.8941
C -0.4667 -0.7080 4.0069
C 0.2729 -1.7598 4.5311
C 0.2168 -3.0108 3.9338
C -0.5812 -3.2116 2.8153
H 1.9604 1.2885 -5.4182
H 2.1470 2.3748 -4.0134
H 1.9815 -0.6608 -3.9964
H 1.9468 1.7106 -1.1569
H 3.8404 1.9995 0.3951
H 6.0060 0.8864 -0.0756
H 6.2464 -0.5348 -2.0842
H 4.3333 -0.8483 -3.6131
H -2.4316 2.4919 -4.3038
H -4.7444 2.2548 -3.3736
H -5.1437 0.6548 -1.4856
H -1.9892 -3.3549 0.6446
H -4.2830 -3.0834 1.3805
H -3.8657 -1.5870 2.2698
H -1.8304 -0.0839 2.4711
H -0.4043 0.2778 4.4501
H 0.9031 -1.6004 5.3969
H 0.8038 -3.8294 4.3305
H -0.6004 -4.1784 2.3258
N 0.5488 -4.9324 -1.8611
C 0.4350 -3.6007 -1.5327
S -0.7111 -2.6565 -2.4282
N 1.1783 -3.1837 -0.5561
N 0.9757 -1.8478 -0.2240
C 1.7255 -1.4525 0.7367
C 1.7212 -0.1395 1.3459
C 2.6196 0.0579 2.4019
C 2.7100 1.2532 3.0835
C 1.8777 2.3018 2.6892
C 0.9883 2.1380 1.6492
C 0.8637 0.9168 0.9488
O 0.0096 0.8359 -0.0410
H 0.2338 -5.1839 -2.7817
H 1.3927 -5.3801 -1.5408
H 2.4195 -2.1850 1.1446
H 3.2574 -0.7726 2.6856
H 3.4093 1.3743 3.8995
H 1.9274 3.2568 3.1995
H 0.3691 2.9674 1.3345
N -2.0431 2.8051 0.3417
C -2.9763 2.5288 1.2801
O -3.3933 1.4048 1.5096
C -3.6025 3.7179 1.9867
I -2.1594 4.8076 3.1271
H -1.3706 2.0592 0.0964
H -1.6661 3.7396 0.3298
H -4.3545 3.3623 2.6800
H -4.0312 4.4267 1.2824
*
```

## Properties
Frontier orbital gap ... 6.548 eV
E_HOMO ... -6.822 eV
Lowest unoccupied orbital energy ... -0.3 eV
E ... -106655.294 eV

***

Here is a cluster of 12 separate species, C33H31Cl44FO8 in total at a distorted geometry from the OMol25 dataset. Energies are from wB97M-V/def2-TZVPD.

Structure (ORCA input):
```
! RIJCOSX wB97M-V def2-TZVPD def2/J DEFGRID3
* xyz 0 1
C 5.1329 -4.4688 2.0314
C 5.1556 -4.8627 0.4728
C 5.6742 -3.7107 -0.5112
O 4.9156 -2.4774 -0.4785
C 3.4994 -2.7010 -0.3066
C 2.5860 -1.4760 -0.7978
C 2.8111 -0.1091 -0.5095
C 4.0601 0.3641 0.3761
C 3.8830 -0.1550 1.8781
O 4.9008 -0.2203 2.5929
F 2.5667 -0.4606 2.3116
C 1.8052 0.9950 -1.0616
O 1.6287 2.0932 -0.4514
C 1.0014 0.6318 -2.4161
O 0.6183 1.7381 -3.2703
C 1.7133 1.8015 -4.2554
C 2.8209 2.8835 -3.7547
O 3.8227 3.1556 -4.7643
C 4.7874 4.0523 -4.1531
C 6.1601 3.3448 -3.7063
C 0.6959 -0.7355 -2.7325
C -0.1320 -1.1664 -4.0332
C -1.5584 -0.4470 -4.2061
C -2.7828 -1.1654 -3.4268
C -3.2561 -0.2601 -2.1977
O -3.0448 -0.7231 -1.0329
O -3.9003 1.0108 -2.3620
C -3.3334 2.0272 -1.4660
C -4.2708 2.3366 -0.1724
C 1.2610 -1.8100 -1.6642
O 0.6063 -2.8894 -1.5148
H 5.9486 -5.0221 2.6359
H 4.1329 -4.8735 2.4547
H 5.1947 -3.3477 2.2472
H 4.1400 -5.3224 0.1617
H 5.9093 -5.7373 0.3693
H 6.7424 -3.4380 -0.1547
H 5.8253 -4.1332 -1.5810
H 3.3165 -2.7861 0.8351
H 3.1006 -3.6308 -0.8681
H 5.0141 -0.0156 -0.1371
H 4.1346 1.5181 0.3433
H 2.2767 0.8052 -4.3409
H 1.3427 2.0683 -5.3062
H 2.2337 3.8065 -3.4162
H 3.3705 2.4732 -2.8211
H 5.0163 4.8979 -4.8847
H 4.3264 4.5139 -3.2021
H 6.4643 3.7691 -2.6789
H 6.0578 2.2147 -3.5768
H 7.0388 3.5527 -4.4249
H -0.3035 -2.3002 -3.9717
H 0.4883 -0.9264 -4.9715
H -1.8091 -0.4890 -5.3357
H -1.5794 0.6585 -3.9211
H -2.5640 -2.2526 -3.1527
H -3.6759 -1.1987 -4.1633
H -2.2720 1.7865 -1.1195
H -3.2606 2.9914 -2.0946
H -4.5421 3.4588 -0.1279
H -5.2737 1.7790 -0.1944
H -3.7192 2.1173 0.8181
C -1.9557 0.9100 3.4614
Cl -2.4712 0.3047 5.0532
Cl -0.2255 0.5939 3.2323
Cl -2.8654 0.0809 2.1864
Cl -2.2582 2.6591 3.3671
C -6.6817 5.0946 -2.2828
Cl -5.7669 5.8011 -0.9330
Cl -6.7752 6.2700 -3.6122
Cl -5.8641 3.6224 -2.8505
Cl -8.3224 4.6872 -1.7362
C -5.0279 -0.8957 7.8927
Cl -5.5208 -1.5460 9.4706
Cl -3.2849 -1.1714 7.6604
Cl -5.9323 -1.7192 6.6039
Cl -5.3745 0.8430 7.8383
C -8.2894 3.4356 5.8459
Cl -7.7231 5.0552 6.3108
Cl -8.8360 2.5617 7.2929
Cl -9.6384 3.5872 4.6998
Cl -6.9597 2.5408 5.0797
C -3.2596 4.3652 7.3918
Cl -2.3277 5.5434 6.4417
Cl -2.9531 2.7291 6.7735
Cl -2.7665 4.4566 9.0972
Cl -4.9936 4.7324 7.2535
C -2.6531 -4.8416 5.8355
Cl -4.0705 -5.4297 4.9399
Cl -2.4632 -3.0971 5.5633
Cl -2.8815 -5.1473 7.5721
Cl -1.1994 -5.6931 5.2692
C -4.6611 -2.9047 -7.3106
Cl -2.9619 -2.6659 -6.8466
Cl -5.1472 -4.5722 -6.9390
Cl -5.6868 -1.7722 -6.4038
Cl -4.8464 -2.6075 -9.0522
C 8.8727 5.7313 -6.6433
Cl 7.6880 6.1104 -5.3742
Cl 9.2455 7.2038 -7.5650
Cl 10.3595 5.1067 -5.8976
Cl 8.1970 4.5041 -7.7356
C 0.9632 -8.4560 7.6868
Cl 0.8458 -10.1082 7.0430
Cl -0.5702 -7.6025 7.4121
Cl 1.3021 -8.5224 9.4301
Cl 2.2774 -7.5906 6.8608
C 8.1356 3.6042 -11.8857
Cl 7.1079 3.5346 -13.3331
Cl 9.6559 2.7391 -12.1962
Cl 8.4889 5.2999 -11.4907
Cl 7.2890 2.8426 -10.5213
C -8.0357 -4.7644 10.4474
Cl -7.9345 -5.4862 12.0679
Cl -6.5707 -5.1679 9.5263
Cl -9.4616 -5.4038 9.6022
Cl -8.1759 -2.9991 10.5928
*
```

## Properties
Frontier orbital gap ... 8.400 eV
E_HOMO ... -9.879 eV
Structure (SMILES) ... CCCOCC1=C(CC(=O)F)C(=O)C(OCCOCC)=C(CCCC(=O)OCC)C1=O.ClC(Cl)(Cl)Cl.ClC(Cl)(Cl)Cl.ClC(Cl)(Cl)Cl.ClC(Cl)(Cl)Cl.ClC(Cl)(Cl)Cl.ClC(Cl)(Cl)Cl.ClC(Cl)(Cl)Cl.ClC(Cl)(Cl)Cl.ClC(Cl)(Cl)Cl.ClC(Cl)(Cl)Cl.ClC(Cl)(Cl)Cl
Lowest unoccupied orbital energy ... -1.5 eV
E ... -604795.602 eV

***

Here is a structure of composition C33H31GeN7OPd from the OMol25 dataset. Energies are from wB97M-V/def2-TZVPD.

Structure (ORCA input):
```
! RIJCOSX wB97M-V def2-TZVPD def2/J DEFGRID3
* xyz 2 1
Pd 1.7129 0.3121 -0.1833
C -0.2103 5.7252 -0.5943
C -0.3845 5.0196 0.5896
C 0.3413 3.8578 0.8196
C 1.2446 3.3925 -0.1354
C 1.4064 4.0967 -1.3263
C 0.6830 5.2606 -1.5521
N 2.0410 2.2546 0.1514
C 3.3043 2.4550 0.6017
C 3.8825 3.7234 0.8692
C 5.1566 3.7968 1.3636
C 5.9502 2.6521 1.6245
C 5.4334 1.4180 1.3767
C 4.1210 1.3256 0.8649
N 3.5144 0.1412 0.5575
N 4.0471 -0.9889 0.6743
C 3.2200 -2.0290 0.2331
C 3.6653 -3.3330 0.3439
C 2.8528 -4.3461 -0.1450
C 1.6369 -4.0272 -0.7275
C 1.2537 -2.6988 -0.7918
N 2.0244 -1.7189 -0.3227
H -0.7520 6.6471 -0.7605
H -1.0560 5.3958 1.3508
H 0.2654 3.3362 1.7675
H 2.1359 3.7525 -2.0502
H 0.8401 5.8242 -2.4632
H 3.3108 4.6226 0.6921
H 5.5792 4.7725 1.5672
H 6.9502 2.7749 2.0127
H 5.9913 0.5092 1.5522
H 4.6263 -3.5315 0.7941
H 3.1764 -5.3760 -0.0785
H 0.9846 -4.7891 -1.1264
H 0.3154 -2.3928 -1.2371
C -2.6386 3.1810 -1.6030
N -1.8492 2.0698 -1.0841
C -2.0803 1.3758 0.1726
C -1.1059 0.2433 0.0323
O -0.9934 -0.7251 0.8297
N -0.3313 0.3919 -1.0416
C -0.8397 1.4931 -1.7081
N -0.3668 1.8364 -2.8859
H -3.3401 3.4928 -0.8346
H -3.1993 2.8672 -2.4842
H -1.9882 4.0238 -1.8310
H -3.1081 1.0239 0.2782
H -1.8079 2.0051 1.0259
H 0.4063 1.3174 -3.2704
H -0.7052 2.6421 -3.3859
Ge -2.3612 -1.9551 1.4592
C -1.3500 -3.5748 1.5143
C -0.2873 -3.7178 2.4083
C 0.4037 -4.9160 2.4852
C 0.0235 -5.9886 1.6868
C -1.0437 -5.8638 0.8091
C -1.7268 -4.6593 0.7205
C -3.7179 -1.7311 0.1174
C -3.5684 -2.1935 -1.1927
C -4.5854 -2.0243 -2.1186
C -5.7674 -1.3972 -1.7431
C -5.9327 -0.9361 -0.4449
C -4.9123 -1.1033 0.4808
H -2.7373 -1.2818 2.7774
H 0.0098 -2.8974 3.0525
H 1.2232 -5.0240 3.1833
H 0.5501 -6.9309 1.7664
H -1.3532 -6.7077 0.2068
H -2.5740 -4.5832 0.0486
H -2.6530 -2.6915 -1.4986
H -4.4664 -2.3925 -3.1289
H -6.5670 -1.2800 -2.4626
H -6.8592 -0.4628 -0.1490
H -5.0639 -0.7607 1.4997
*
```

## Properties
Frontier orbital gap (spin up / spin down) ... 5.991 / 5.988 eV
E_HOMO (spin up / spin down) ... -12.430 / -12.429 eV
Lowest unoccupied orbital energy (spin up / spin down) ... -6.4 / -6.4 eV
E ... -107185.448 eV